ORCA calculation (ωB97M-V/def2-TZVPD) on C2H2O in the gas phase in a non-equilibrium geometry.

```
5
Properties=species:S:1:pos:R:3:forces:R:3
C -0.5248 -0.3558 -0.3568 0.15 0.49 0.57
C 0.4707 0.3876 -0.0962 1.25 0.42 1.15
O 0.0143 0.5150 -1.4438 0.27 0.48 -1.04
H -1.5008 -0.7598 -0.2737 -0.21 -0.46 0.19
H 1.3076 0.8981 0.4684 -1.46 -0.93 -0.87
```
Positions in Å, forces in eV/Å.

Calculated values
- relative energy (zero: lowest compared OMol25 entry of this formula, charge and spin) (kJ/mol) = 321.33
- structure (SMILES) = C1=CO1

***

ORCA calculation (ωB97M-V/def2-TZVPD) on a molecular structure, C2H2O2 in a non-equilibrium geometry.

```
6
Properties=species:S:1:pos:R:3:forces:R:3
C 1.9603 -0.3928 0.3989 -3.72 1.51 1.09
C 0.4719 0.6620 0.0199 1.72 -2.38 0.67
O -1.8454 -0.5597 0.2590 -3.48 -2.51 -0.71
O -0.6672 0.7500 0.1341 3.54 3.22 -0.44
H 2.6118 -0.2451 -0.4193 0.85 0.55 -1.60
H -2.5313 -0.2145 -0.3926 1.09 -0.40 1.00
```
Positions in Å, forces in eV/Å.

Calculated values
- relative energy (zero: lowest compared OMol25 entry of this formula, charge and spin) (kJ/mol) = 765.19

***

ORCA calculation (ωB97M-V/def2-TZVPD) on a gas-phase ion, C2H2O2P (charge -1) in a non-equilibrium geometry.

```
7
Properties=species:S:1:pos:R:3:forces:R:3
C -0.6506 1.2859 -0.4567 -0.73 0.86 -0.41
C 0.1591 0.5755 0.2520 2.25 0.51 0.44
O 0.5102 -1.8875 1.3438 -0.12 -1.29 1.99
O -1.4309 1.9538 -1.0663 0.63 -0.85 0.46
P 0.8340 -1.3380 0.0146 -1.28 1.27 -2.11
H -0.3892 -1.7671 -0.9265 0.97 0.63 0.63
H 0.9675 1.1773 0.8391 -1.71 -1.12 -1.00
```
Positions in Å, forces in eV/Å.

Calculated values
- net charge = -1
- relative energy (zero: lowest compared OMol25 entry of this formula, charge and spin) (kJ/mol) = 83.33
- structure (SMILES) = O=C=CP[O-]

***

ORCA calculation (ωB97M-V/def2-TZVPD) on a molecular structure, C2H2O2Pb in a non-equilibrium geometry.

```
7
Properties=species:S:1:pos:R:3:forces:R:3
C 0.1756 0.0104 -0.9774 1.41 -1.72 -1.24
C 0.7343 -0.8521 -1.6059 -0.78 0.77 0.35
O -0.6453 -0.8125 3.3714 0.36 -1.46 0.72
Pb -0.8079 0.5978 2.0064 -1.23 1.50 2.12
H 1.1292 -1.6099 -2.2586 -0.08 0.23 0.24
O -0.2852 0.8792 -0.0927 0.35 0.61 -2.06
H -0.3007 1.7872 -0.4432 -0.02 0.07 -0.14
```
Positions in Å, forces in eV/Å.

Calculated values
- net charge = +1
- relative energy (zero: lowest compared OMol25 entry of this formula, charge and spin) (kJ/mol) = 490.33
- <S²> = 0.76
- 2S+1 = 2

***

ORCA calculation (ωB97M-V/def2-TZVPD) on a molecular structure, C2H2O2Pr in a non-equilibrium geometry.

```
7
Properties=species:S:1:pos:R:3:forces:R:3
O -1.0750 -1.4512 -0.1804 0.40 -0.60 0.53
C -0.2608 -0.3228 0.0516 3.05 -1.64 0.01
C -0.8979 0.8822 0.0690 -1.98 2.73 -2.15
O -2.1324 1.1423 -0.1650 3.03 -0.11 1.06
H -0.5823 -2.1887 0.2177 -0.64 0.39 -0.30
Pr 2.2957 -0.1676 -0.1671 -2.56 0.41 0.22
H -0.0365 1.7955 -0.0314 -1.30 -1.18 0.62
```
Positions in Å, forces in eV/Å.

Calculated values
- calculated total energy (eV) = -20262.68702
- <S²> = 3.77
- 2S+1 = 4

***

ORCA calculation (ωB97M-V/def2-TZVPD) on C2H2O2S in the gas phase in a non-equilibrium geometry.

```
7
Properties=species:S:1:pos:R:3:forces:R:3
C 0.4585 0.1570 0.0479 -3.84 0.88 -1.04
C -0.7235 -0.7996 -0.0165 -6.22 2.93 1.27
H 0.9678 1.9527 -0.1194 -0.53 -0.13 0.11
H -0.7158 -1.8198 0.2900 1.52 -1.09 -0.20
O 0.1196 1.4694 -0.0177 1.00 -1.07 0.20
O -1.9338 -0.4112 -0.1117 4.40 -0.59 -0.37
S 1.8271 -0.5485 -0.0727 3.66 -0.94 0.03
```
Positions in Å, forces in eV/Å.

Calculated values
- relative energy (zero: lowest compared OMol25 entry of this formula, charge and spin) (kJ/mol) = 106.24
- structure (SMILES) = O=CC(O)=S